# 1
Here is 7 unconnected molecules or ions with the total composition C39H70ClF3O27P6 from OMol25. Energies are from wB97M-V/def2-TZVPD.

Positions of all 146 atoms, in Å:
C  -2.28557  3.93191  1.43230
C  -1.48091  3.25129  2.24226
C  -0.61408  2.12614  1.79920
C  -1.08279  0.82409  2.04054
C  -2.42122  0.53918  2.70008
C  -2.56327  1.09918  4.13502
O  -3.43400  2.20847  4.26647
C  -4.79853  1.88806  4.04739
C  -5.35603  2.48667  2.74790
C  -0.32151  -0.26958  1.67499
C  0.89910  -0.04185  1.06591
C  1.37735  1.23416  0.81436
C  0.61190  2.35774  1.17192
C  1.19623  3.72690  0.87630
F  0.36770  4.76211  1.02319
F  2.22318  3.95680  1.72025
F  1.68208  3.80553  -0.37348
C  2.73946  1.28089  0.16944
O  3.62255  2.04556  0.46366
C  2.96673  0.21880  -0.87378
C  3.62383  0.43195  -2.07325
Cl  4.21212  1.99153  -2.52525
C  3.80613  -0.60905  -2.97118
C  3.34698  -1.87749  -2.66193
C  2.67783  -2.10425  -1.47196
C  2.48302  -1.05843  -0.59612
C  1.73919  -1.22631  0.68725
O  1.78579  -2.23363  1.35335
H  -2.78559  3.46340  0.58876
H  -2.50535  4.97256  1.61366
H  -1.48698  3.52199  3.29454
H  -2.53318  -0.54444  2.73630
H  -3.19960  0.90374  2.02946
H  -2.87397  0.31508  4.83026
H  -1.57752  1.45356  4.44058
H  -5.35628  2.36267  4.85995
H  -5.00607  0.81866  4.12651
H  -5.86551  3.43147  2.92072
H  -6.03320  1.78804  2.25497
H  -4.55439  2.67536  2.03793
H  -0.66530  -1.27475  1.88161
H  4.32600  -0.40518  -3.89555
H  3.53695  -2.66109  -3.38144
H  2.31609  -3.09800  -1.24876
C  7.72505  2.89111  -0.32908
O  7.52126  2.49181  -1.69017
P  8.31396  3.20627  -2.98309
O  7.98975  2.05400  -3.88458
O  9.76573  3.07437  -2.24597
C  10.29612  1.78007  -1.98529
O  8.89406  4.20038  -4.15543
C  10.20812  3.96159  -4.65740
H  6.75321  3.03766  0.14163
H  8.23818  2.08006  0.18915
H  8.30845  3.80561  -0.24290
H  9.58898  0.98910  -2.23404
H  10.55713  1.70894  -0.92784
H  11.20468  1.65656  -2.57578
H  10.33954  2.90790  -4.90371
H  10.96301  4.28757  -3.94665
H  10.31414  4.56101  -5.55994
C  -4.00120  8.22130  -1.23798
O  -4.88787  7.15544  -0.86511
P  -5.15807  6.73512  0.67371
O  -6.41081  5.96221  0.61466
O  -5.38760  8.26468  1.19218
C  -6.64407  8.89064  0.94897
O  -4.39187  6.26221  2.00359
C  -4.78552  6.78847  3.27220
H  -3.32246  7.85771  -2.00707
H  -4.60104  9.02671  -1.65962
H  -3.42467  8.59877  -0.39717
H  -7.29602  8.27629  0.32899
H  -6.47243  9.84657  0.45197
H  -7.13077  9.08058  1.90595
H  -5.86728  6.73615  3.39041
H  -4.43381  7.81004  3.39263
H  -4.29873  6.16750  4.02195
C  -1.05187  -5.84720  0.88972
O  -1.56306  -4.57279  1.30228
P  -3.04072  -3.99662  0.83492
O  -3.12419  -2.94041  1.89053
O  -3.77570  -5.39826  1.19901
C  -3.89464  -5.78847  2.56825
O  -4.28208  -3.49357  -0.10080
C  -5.62031  -3.82230  0.27759
H  -0.03915  -5.71253  0.51128
H  -1.01101  -6.49502  1.76497
H  -1.66650  -6.31499  0.12378
H  -3.36731  -5.11034  3.23960
H  -3.49465  -6.79419  2.68156
H  -4.95276  -5.80654  2.83214
H  -5.79181  -3.60430  1.33196
H  -5.82593  -4.86762  0.06132
H  -6.28766  -3.22314  -0.33828
C  13.84449  4.78957  -0.18540
O  13.53617  4.48696  -1.55200
P  14.23743  5.25786  -2.83979
O  13.85127  4.22542  -3.84450
O  15.73302  5.07939  -2.20245
C  16.29275  3.77178  -2.11995
O  14.76121  6.40113  -3.89563
C  16.06440  6.28785  -4.45644
H  12.91371  4.93570  0.36056
H  14.36295  3.93126  0.24208
H  14.46562  5.67624  -0.08234
H  15.58175  3.00097  -2.41633
H  16.61565  3.58698  -1.09439
H  17.16636  3.72780  -2.77105
H  16.23047  5.27737  -4.83137
H  16.82890  6.56121  -3.73270
H  16.10293  6.99874  -5.27977
C  -10.48623  -0.37947  -2.35894
O  -9.61117  -1.39498  -1.85094
P  -10.04898  -2.47677  -0.67995
O  -8.97589  -3.47631  -0.95538
O  -11.46226  -2.77582  -1.45943
C  -11.42846  -3.46851  -2.70260
O  -10.64400  -3.13059  0.70276
C  -11.53334  -4.23936  0.62895
H  -9.96362  0.57526  -2.34062
H  -10.72019  -0.62422  -3.39480
H  -11.40785  -0.29715  -1.78841
H  -10.40992  -3.63835  -3.05114
H  -11.97057  -2.88656  -3.44958
H  -11.93306  -4.42760  -2.57879
H  -11.13757  -5.00097  -0.04366
H  -12.52617  -3.92642  0.31510
H  -11.60368  -4.63867  1.63927
C  -1.48901  -11.78994  0.49225
O  -1.95251  -10.56708  1.08342
P  -3.44990  -9.98052  0.84805
O  -3.61257  -9.02125  1.95571
O  -4.14597  -11.43301  1.13404
C  -4.27352  -11.88272  2.47997
O  -4.54877  -9.57739  -0.25568
C  -5.90600  -9.99309  -0.08915
H  -0.52735  -11.60546  0.01705
H  -1.34537  -12.51651  1.29072
H  -2.18405  -12.18892  -0.24189
H  -3.77805  -11.21609  3.18528
H  -3.83837  -12.87974  2.56319
H  -5.33344  -11.94634  2.72793
H  -6.25134  -9.77692  0.92118
H  -6.01901  -11.04948  -0.31743
H  -6.48812  -9.42089  -0.80829

Summary:
SMILES: C=Cc1c(CCOCC)cc2c(c1C(F)(F)F)C(=O)c1c(Cl)cccc1C2=O.COP(=O)(OC)OC.COP(=O)(OC)OC.COP(=O)(OC)OC.COP(=O)(OC)OC.COP(=O)(OC)OC.COP(=O)(OC)OC
total charge: 0
HOMO level: -8.7494 eV
relative energy (zero: lowest compared OMol25 entry of this formula, charge and spin): 0.0000 eV

=====

# 2
Here is a molecular structure, C43H61AsF6NP3RuSSi from OMol25. Energies are from wB97M-V/def2-TZVPD.

Positions of all 118 atoms, in Å:
Ru  -0.40627  -1.19034  -0.54616
C  0.58733  -3.31555  -3.24179
C  1.70565  -2.28063  -3.11675
C  2.29894  -2.07828  -4.51823
P  1.16787  -0.72998  -2.23762
C  0.84922  0.48145  -3.58893
C  0.90053  1.94562  -3.13933
C  -0.46623  0.16928  -4.31083
C  2.71349  -0.08947  -1.53590
C  3.95570  -0.42460  -2.08161
C  5.13293  0.06683  -1.53628
C  5.07633  0.89283  -0.42475
C  3.84532  1.22592  0.11913
C  2.64346  0.75877  -0.43296
Si  1.15510  1.34422  0.56742
C  1.69467  0.71689  2.24318
C  2.24979  1.60521  3.17281
C  2.81875  1.15167  4.35633
C  2.86968  -0.21011  4.61062
C  2.33240  -1.10358  3.69369
C  1.72700  -0.65721  2.51430
P  0.92350  -1.85366  1.37596
C  2.31148  -2.92386  0.77713
C  3.35832  -3.40903  1.78047
C  1.77159  -4.11253  -0.02550
C  -0.28920  -2.79807  2.40423
C  -1.06697  -3.83117  1.56599
C  0.18809  -3.47125  3.69128
C  1.16991  3.23125  0.68717
C  2.18083  4.13863  0.35640
C  2.01569  5.50028  0.57867
C  0.84774  5.98528  1.15867
C  -0.17772  5.11191  1.48499
C  -0.02200  3.74723  1.23527
P  -1.37130  2.56293  1.47330
C  -1.68416  2.18685  3.24106
C  -1.27422  3.36387  4.13609
C  -1.07838  0.86997  3.73786
C  -2.91764  3.18698  0.74564
C  -3.76283  4.01523  1.72432
C  -2.66817  3.97721  -0.54606
H  1.01114  -4.30264  -3.44583
H  -0.07430  -3.05536  -4.06633
H  -0.01710  -3.38775  -2.34650
H  2.46765  -2.68624  -2.44740
H  1.52844  -1.75895  -5.22326
H  2.69263  -3.03201  -4.87827
H  3.10990  -1.35347  -4.56862
H  1.68987  0.31482  -4.26456
H  0.10786  2.17326  -2.42950
H  0.75777  2.59003  -4.01136
H  1.85901  2.20650  -2.68717
H  -1.32034  0.33367  -3.65473
H  -0.52106  -0.86190  -4.66665
H  -0.57776  0.82462  -5.17849
H  4.02045  -1.09074  -2.93010
H  6.08695  -0.20311  -1.97322
H  5.98626  1.26978  0.02788
H  3.82873  1.84549  1.01027
H  2.23758  2.67302  2.97244
H  3.23062  1.85661  5.06934
H  3.32679  -0.58220  5.52007
H  2.40064  -2.15957  3.90591
H  2.80538  -2.23538  0.08584
H  2.92059  -4.03815  2.55820
H  3.89387  -2.58681  2.25256
H  4.09740  -4.01670  1.25078
H  1.49002  -4.93291  0.63721
H  2.54236  -4.48631  -0.70423
H  0.89958  -3.85557  -0.62219
H  -0.99186  -2.01196  2.67643
H  -0.53486  -4.78366  1.53327
H  -1.24351  -3.51301  0.54332
H  -2.04347  -3.99735  2.01688
H  0.95550  -4.22592  3.50614
H  -0.67170  -3.98135  4.13369
H  0.55113  -2.76467  4.43335
H  3.10234  3.78528  -0.09304
H  2.80335  6.19163  0.29985
H  0.72992  7.04650  1.34162
H  -1.09122  5.49987  1.92010
H  -2.76154  2.07527  3.26154
H  -0.19872  3.54944  4.07839
H  -1.51849  3.11825  5.17191
H  -1.79645  4.29137  3.88603
H  -0.04363  1.00270  4.05144
H  -1.12622  0.08949  2.98389
H  -1.66047  0.53051  4.59709
H  -3.45119  2.26033  0.51702
H  -3.24912  4.92307  2.04889
H  -4.06748  3.45445  2.60444
H  -4.67169  4.32492  1.20743
H  -2.33801  4.99183  -0.31931
H  -3.60215  4.04055  -1.10872
H  -1.92001  3.52406  -1.19907
S  -1.52331  0.89172  -0.95829
C  -0.68912  1.24410  0.41848
N  -2.27912  -2.15423  -1.59976
C  -2.81884  -1.77280  -2.88727
C  -2.61390  -2.58564  -3.98964
C  -3.11187  -2.21534  -5.23280
C  -3.81860  -1.03014  -5.37914
C  -4.04943  -0.23717  -4.26278
C  -3.55969  -0.60768  -3.01549
H  -2.17844  -3.15823  -1.54347
H  -2.90970  -1.87931  -0.85998
H  -2.08555  -3.52471  -3.87611
H  -2.96065  -2.86783  -6.08497
H  -4.20872  -0.74179  -6.34788
H  -4.62902  0.67403  -4.35552
H  -3.77372  -0.00629  -2.14011
F  -2.30218  -1.11572  1.03080
As  -4.01050  -1.24627  1.54943
F  -3.42811  -1.87882  3.03045
F  -3.90080  0.35524  2.17194
F  -5.63088  -1.39065  2.03858
F  -4.45666  -0.58247  0.02267
F  -4.00888  -2.81066  0.83692

Summary:
total charge: +1
HOMO level (spin up / spin down): -9.9732 / -10.1138 eV
spin multiplicity: 2

=====

# 3
Here is C2H2INOS2 in the gas phase from OMol25. Energies are from wB97M-V/def2-TZVPD.

Positions of all 9 atoms, in Å:
C  -0.78005  -0.43101  -0.47076
C  0.82420  1.30932  -0.88918
N  0.26401  0.10763  -0.84640
O  -1.75163  2.35345  -0.22745
S  1.10922  2.11767  -2.27640
S  -2.22216  0.44456  0.22212
I  -1.68477  0.17394  2.54037
H  -0.94139  -1.49527  -0.55969
H  1.25924  1.64786  0.05046

Summary:
total charge: 0
HOMO level: -8.6901 eV
relative energy (zero: lowest compared OMol25 entry of this formula, charge and spin): 2.9332 eV